A 2-piece molecular cluster, C28H38F3IO9S overall in a non-equilibrium geometry, computed with wB97M-V/def2-TZVPD.

Values from the calculation:
LUMO energy = 0.00773 Ha
SMILES string = CC[C@@H](I)[C@@]1(CCCCCCOC(C)=O)OS(=O)(=O)O[C@@]1(CCC(F)=C(F)F)CCc1ccccc1.O=C1OCCO1
HOMO energy = -0.3229 Ha
Charge = 0
Spin multiplicity = 1
Frontier orbital gap = 9.00 eV
Energy above the lowest of the compared OMol25 structures with the same formula, charge and spin = 0.0 kcal per mole

Atoms and positions in Å:
C1 -4.159 3.626 0.368
C2 -3.007 2.622 0.564
C3 -2.021 2.422 -0.634
I1 -2.109 4.172 -1.953
C4 -0.526 2.005 -0.212
C5 -0.117 0.874 -1.183
C6 0.297 1.365 -2.572
C7 0.796 0.216 -3.482
C8 1.921 -0.628 -2.852
C9 3.248 0.145 -2.619
C10 3.792 -0.211 -1.221
O1 4.656 0.828 -0.717
C11 5.907 0.370 -0.352
C12 5.998 -0.659 0.769
O2 6.886 0.832 -0.896
O3 0.245 3.199 -0.502
S1 0.379 4.172 0.792
O4 -0.531 5.251 0.829
O5 1.751 4.518 0.824
O6 -0.138 3.097 1.865
C13 -0.174 1.771 1.271
C14 1.342 1.346 1.401
C15 1.928 1.512 2.826
C16 2.735 2.764 3.037
F1 2.072 3.849 3.473
C17 4.058 2.776 2.827
F2 4.783 1.717 3.175
F3 4.697 3.803 2.315
C18 -0.981 0.773 2.120
C19 -1.771 -0.290 1.323
C20 -1.075 -1.639 1.141
C21 0.175 -1.966 1.618
C22 0.748 -3.198 1.396
C23 0.053 -4.165 0.710
C24 -1.217 -3.857 0.262
C25 -1.773 -2.620 0.451
H1 -3.837 4.661 0.504
H2 -4.864 3.442 1.195
H3 -4.728 3.476 -0.551
H4 -3.499 1.653 0.729
H5 -2.519 2.886 1.504
H6 -2.437 1.632 -1.261
H7 0.739 0.313 -0.795
H8 -0.915 0.129 -1.279
H9 -0.517 1.856 -3.117
H10 1.127 2.074 -2.477
H11 -0.045 -0.456 -3.699
H12 1.192 0.650 -4.408
H13 2.119 -1.460 -3.540
H14 1.596 -1.106 -1.918
H15 3.994 -0.237 -3.325
H16 3.109 1.222 -2.737
H17 4.331 -1.166 -1.267
H18 2.955 -0.309 -0.514
H19 6.638 -1.480 0.437
H20 5.015 -1.099 0.977
H21 6.368 -0.170 1.672
H22 1.963 1.948 0.722
H23 1.426 0.319 1.035
H24 2.583 0.651 3.000
H25 1.147 1.461 3.596
H26 -1.724 1.360 2.675
H27 -0.394 0.256 2.879
H28 -2.123 0.047 0.347
H29 -2.676 -0.507 1.908
H30 0.764 -1.257 2.194
H31 1.751 -3.381 1.774
H32 0.528 -5.127 0.550
H33 -1.764 -4.638 -0.252
H34 -2.768 -2.452 0.072
O7 -3.172 -3.169 -1.937
C26 -4.134 -3.805 -1.645
O8 -5.392 -3.531 -2.070
C27 -6.227 -4.632 -1.704
C28 -5.477 -5.239 -0.543
O9 -4.121 -4.898 -0.840
H35 -7.222 -4.289 -1.431
H36 -6.307 -5.312 -2.554
H37 -5.752 -4.792 0.414
H38 -5.600 -6.317 -0.478

Cartesian forces, eV/Å:
C -0.300 -0.360 0.985
C -0.616 0.111 -0.434
C -0.438 0.046 1.293
I 0.079 -0.517 -0.120
C -1.454 0.785 -1.595
C 0.843 -0.020 -0.015
C 0.381 -0.302 -0.635
C 0.115 -0.111 0.884
C 0.229 -0.155 -0.545
C -0.064 -0.985 0.490
C -0.509 0.541 0.130
O 0.605 -0.672 -0.007
C 1.045 0.824 -0.714
C -0.830 -0.164 -0.582
O -1.083 -0.519 0.837
O 0.566 0.157 1.154
S 0.108 -0.157 -0.851
O -0.824 0.006 -0.077
O 0.477 -0.529 0.465
O -0.464 0.476 -0.295
C 2.412 -1.120 0.730
C -0.135 0.145 -0.787
C -0.212 -0.334 0.773
C 0.193 -1.063 0.329
F 0.043 0.340 -0.971
C -1.686 0.509 0.209
F 0.633 0.078 -1.252
F 0.829 -0.141 0.944
C -1.508 0.733 -0.453
C 0.276 -0.609 0.720
C -0.566 0.513 -0.271
C 0.562 0.813 0.520
C 0.559 -0.191 0.165
C 0.461 -0.110 0.154
C -0.022 -1.259 -0.471
C -0.103 0.051 0.282
H 0.035 -0.129 -0.432
H 0.100 0.038 -0.186
H 0.265 0.167 -0.027
H 0.267 0.103 0.035
H 0.213 0.073 -0.343
H 0.138 0.194 -0.018
H -0.216 0.238 0.108
H -0.006 0.255 0.109
H 0.095 0.126 0.320
H -0.346 0.118 0.084
H 0.138 0.153 -0.221
H -0.317 -0.111 0.019
H -0.050 0.096 0.169
H -0.079 0.119 -0.187
H -0.124 0.575 -0.163
H 0.196 -0.114 0.134
H -0.173 0.113 0.055
H 0.196 -0.080 -0.096
H 0.227 0.289 0.241
H 0.150 0.223 0.111
H 0.129 -0.120 -0.168
H -0.193 -0.118 0.053
H 0.098 0.077 0.402
H -0.009 0.199 0.049
H 0.080 -0.023 -0.156
H 0.202 -0.106 -0.042
H 0.221 0.295 -0.191
H 0.090 0.085 0.192
H 0.088 0.104 -0.176
H -0.170 0.013 -0.074
H -0.138 -0.073 -0.041
H -0.301 0.004 -0.108
H -0.086 0.224 -0.035
H 0.063 0.313 0.102
O -0.324 -0.198 -0.270
C 0.034 0.129 -0.309
O 0.146 -0.122 0.172
C -0.319 -0.093 -0.082
C -0.179 -0.221 0.227
O -0.111 0.149 -0.146
H 0.076 0.189 -0.055
H 0.053 0.002 0.013
H 0.020 0.042 -0.031
H 0.216 -0.003 -0.031

***

C28H38FN8O3S2Zr as an isolated structure in a non-equilibrium geometry, computed with wB97M-V/def2-TZVPD.

Values from the calculation:
LUMO energy = -0.28460 Ha
HOMO energy = -0.5424 Ha
Charge = +3
Spin multiplicity = 1
Frontier orbital gap = 7.01 eV

Atoms and positions in Å:
Zr1 -2.169 0.062 1.918
C1 -4.299 5.523 2.618
S1 -3.518 4.807 1.155
C2 -3.071 3.238 1.686
S2 -2.174 2.275 0.556
N1 -3.348 2.880 2.917
N2 -3.086 1.599 3.240
C3 -3.085 1.278 4.488
C4 -2.988 -0.129 4.825
C5 -2.929 -0.557 6.146
C6 -2.899 -1.915 6.410
C7 -2.934 -2.807 5.345
C8 -2.969 -2.306 4.060
N3 -3.000 -0.996 3.783
H1 -4.521 6.552 2.346
H2 -3.614 5.492 3.459
H3 -5.219 4.996 2.854
H4 -3.193 2.030 5.262
H5 -2.914 0.173 6.944
H6 -2.857 -2.276 7.429
H7 -2.940 -3.874 5.514
H8 -2.988 -2.980 3.212
C9 5.626 -1.020 0.887
C10 4.895 0.314 1.004
N4 3.453 0.195 0.719
C11 2.609 0.075 1.757
C12 1.264 -0.022 1.595
C13 0.121 -0.110 2.544
O1 -0.504 -1.205 2.631
O2 -0.487 0.952 2.858
C14 0.669 0.021 0.300
O3 -0.600 -0.049 0.174
C15 1.577 0.161 -0.801
C16 1.093 0.232 -2.118
C17 1.957 0.343 -3.160
F1 1.459 0.337 -4.412
C18 3.362 0.410 -2.979
C19 3.832 0.328 -1.676
C20 2.971 0.211 -0.577
N5 4.234 0.565 -4.044
C21 5.505 -0.124 -4.146
C22 5.489 -1.070 -5.351
N6 5.171 -0.298 -6.597
C23 3.862 0.430 -6.473
C24 3.938 1.332 -5.245
H9 6.694 -0.860 1.024
H10 5.466 -1.480 -0.088
H11 5.288 -1.718 1.652
H12 5.320 1.062 0.337
H13 4.997 0.700 2.015
H14 3.056 0.074 2.742
H15 0.027 0.193 -2.297
H16 4.898 0.406 -1.522
H17 5.702 -0.716 -3.255
H18 6.319 0.601 -4.256
H19 4.710 -1.821 -5.226
H20 6.450 -1.568 -5.475
H21 5.154 -0.924 -7.403
H22 5.913 0.385 -6.772
H23 3.074 -0.310 -6.359
H24 3.681 1.007 -7.378
H25 3.021 1.899 -5.139
H26 4.749 2.058 -5.388
N7 -2.462 -1.902 0.659
C25 -3.574 -2.767 0.167
C26 -4.297 -2.170 -1.037
C27 -5.320 -1.076 -0.732
C28 -4.737 0.192 -0.124
N8 -4.401 0.018 1.334
H27 -1.919 -1.620 -0.156
H28 -1.819 -2.484 1.196
H29 -4.280 -2.947 0.982
H30 -3.167 -3.736 -0.122
H31 -4.819 -2.984 -1.541
H32 -3.558 -1.784 -1.747
H33 -6.108 -1.466 -0.079
H34 -5.806 -0.803 -1.670
H35 -5.459 1.000 -0.226
H36 -3.844 0.491 -0.668
H37 -4.900 -0.806 1.654
H38 -4.831 0.785 1.843

Cartesian forces, eV/Å:
Zr -0.661 -0.128 -2.083
C 0.010 -0.103 -0.100
S 0.023 0.066 -0.044
C 0.039 -0.082 0.563
S -0.130 -0.361 0.220
N -0.450 0.774 0.045
N 0.216 0.004 0.601
C -0.221 0.407 -0.285
C -0.042 -0.352 0.274
C -0.023 0.138 -0.153
C 0.003 -0.083 -0.099
C -0.061 0.040 0.160
C -0.059 -0.053 -0.155
N 0.067 0.147 0.549
H 0.011 0.008 0.005
H 0.003 0.031 0.007
H 0.011 0.002 0.017
H -0.123 0.051 -0.037
H -0.016 -0.007 0.004
H -0.008 -0.002 0.000
H 0.020 -0.002 -0.053
H 0.041 0.003 0.005
C -0.102 0.101 -0.034
C 0.350 -0.275 0.020
N -0.008 0.018 0.142
C -0.061 0.067 0.138
C -0.401 -0.043 -0.343
C 1.077 -0.203 0.109
O 0.228 -0.213 0.136
O 0.627 0.209 0.644
C 0.352 0.111 0.149
O 0.055 0.015 -0.058
C -0.021 -0.087 -0.014
C 0.030 0.055 -0.070
C -0.111 -0.053 0.074
F 0.159 0.049 -0.041
C -0.014 0.119 0.255
C 0.167 0.055 -0.133
C -0.315 -0.006 -0.086
N -0.041 -0.123 -0.313
C -0.125 0.004 -0.092
C 0.108 -0.057 0.446
N -0.039 -0.025 -0.038
C -0.307 0.324 0.187
C 0.077 -0.136 0.081
H 0.000 -0.014 0.006
H 0.023 -0.012 -0.004
H -0.010 -0.006 -0.013
H -0.075 0.059 0.047
H -0.077 0.079 -0.013
H 0.080 0.013 -0.031
H 0.017 -0.028 -0.036
H -0.031 0.008 0.013
H 0.008 -0.021 -0.016
H 0.050 -0.021 0.053
H -0.014 -0.005 -0.108
H 0.005 0.051 -0.119
H 0.009 -0.014 -0.040
H 0.046 -0.016 -0.057
H 0.056 -0.098 -0.025
H 0.148 -0.051 -0.053
H -0.070 -0.016 -0.027
H -0.045 0.065 0.001
N 0.053 -0.387 -0.013
C -0.268 0.022 -0.030
C -0.099 0.078 0.186
C 0.180 0.001 0.036
C -0.272 -0.250 -0.194
N -0.507 0.287 -0.302
H 0.138 -0.065 -0.040
H 0.103 -0.090 -0.136
H 0.033 0.001 0.035
H 0.077 0.009 0.078
H 0.057 -0.028 -0.018
H 0.007 -0.061 -0.035
H -0.040 -0.021 -0.050
H -0.042 0.028 0.029
H 0.072 0.074 0.083
H 0.049 0.070 0.021
H 0.056 -0.093 0.161
H -0.049 0.047 0.008

***

> What is the frontier orbital gap in the first record?

9.00 eV